Below is a cluster of 10 separate species, C28H76NO14P in total at a distorted geometry, with properties calculated with the ωB97M-V functional and the def2-TZVPD basis.

Each atom is followed by the atoms it is bonded to, with distances in Å.
Geometry (Å):
1 C 3.1324 0.6694 6.7189  C2 1.630, H18 1.138, H19 1.156, H20 1.153
2 C 2.6894 1.4152 5.3394  C1 1.630, O3 1.453, H21 1.156, H22 1.145
3 O 3.9075 1.5542 4.5602  C2 1.453, P4 1.705
4 P 3.6819 2.4408 3.1209  O3 1.705, O5 1.551, C6 1.883, O15 1.701
5 O 4.8758 3.4266 3.0353  P4 1.551
6 C 2.1263 3.5000 3.0726  P4 1.883, C7 1.603, H23 1.155, H24 1.156
7 C 0.7881 2.7406 2.6229  C6 1.603, C8 1.603, H25 1.145, H26 1.156
8 C -0.5399 3.6342 2.7033  C7 1.603, C9 1.621, O12 1.461, H27 1.153
9 C -1.8004 2.6588 2.4091  C8 1.621, C10 1.612, H28 1.149, H29 1.137
10 C -2.1147 1.8768 3.7829  C9 1.612, N11 1.490, H30 1.158, H31 1.153
11 N -3.4738 2.1899 4.3082  C10 1.490, H32 1.026, H33 1.027
12 O -0.5943 4.7105 1.7168  C8 1.461, C13 1.436
13 C -1.3781 5.7893 2.2499  O12 1.436, O14 1.261, H34 1.153
14 O -2.6286 5.7175 2.3921  C13 1.261
15 O 3.8574 1.3628 1.8164  P4 1.701, C16 1.455
16 C 2.9055 0.2634 1.8600  O15 1.455, C17 1.600, H35 1.157, H36 1.145
17 C 3.5582 -1.1930 1.7534  C16 1.600, H37 1.157, H38 1.150, H39 1.138
18 H 2.5225 1.0058 7.6190  C1 1.138
19 H 4.2374 0.9359 6.9295  C1 1.156
20 H 3.1320 -0.4735 6.5695  C1 1.153
21 H 1.9156 0.7013 4.8622  C2 1.156
22 H 2.2274 2.4114 5.6653  C2 1.145
23 H 2.3145 4.3236 2.2850  C6 1.155
24 H 1.9940 4.0738 4.0670  C6 1.156
25 H 0.5908 1.7789 3.2123  C7 1.145
26 H 0.8861 2.4217 1.5156  C7 1.156
27 H -0.6669 4.1067 3.7471  C8 1.153
28 H -1.4462 1.8900 1.6325  C9 1.149
29 H -2.6912 3.1985 1.9530  C9 1.137
30 H -1.9844 0.7504 3.5487  C10 1.158
31 H -1.2868 2.1255 4.5466  C10 1.153
32 H -3.5304 2.1015 5.3292  N11 1.026
33 H -4.1107 1.5455 3.8245  N11 1.027
34 H -0.9087 6.7939 2.5667  C13 1.153
35 H 2.2266 0.3869 0.9309  C16 1.157
36 H 2.1963 0.2806 2.7583  C16 1.145
37 H 2.7263 -1.9408 2.0500  C17 1.157
38 H 3.7982 -1.4422 0.6568  C17 1.150
39 H 4.4220 -1.3887 2.4679  C17 1.138
40 C -5.6002 4.1072 0.1962  C41 1.516, H43 1.092, H44 1.093, H45 1.094
41 C -6.2528 4.4238 1.5273  C40 1.516, O42 1.421, H46 1.092, H47 1.095
42 O -5.5587 3.7667 2.5789  C41 1.421, H48 0.968
43 H -5.5993 3.0299 0.0154  C40 1.092
44 H -6.1265 4.6021 -0.6242  C40 1.093
45 H -4.5552 4.4323 0.1912  C40 1.094
46 H -7.2892 4.0787 1.5379  C41 1.092
47 H -6.2461 5.5017 1.7203  C41 1.095
48 H -4.6454 4.0868 2.5647  O42 0.968
49 C 4.3263 -4.9052 3.7666  C50 1.515, H52 1.094, H53 1.093, H54 1.094
50 C 3.5860 -5.3213 2.5120  C49 1.515, O51 1.422, H55 1.092, H56 1.095
51 O 4.2288 -4.7846 1.3623  C50 1.422, H57 0.967
52 H 4.3645 -3.8148 3.8462  C49 1.094
53 H 3.8395 -5.3071 4.6591  C49 1.093
54 H 5.3604 -5.2610 3.7380  C49 1.094
55 H 2.5598 -4.9472 2.5308  C50 1.092
56 H 3.5544 -6.4119 2.4204  C50 1.095
57 H 5.1324 -5.1273 1.3479  O51 0.967
58 C -4.9395 2.4612 -4.6926  C59 1.516, H61 1.093, H62 1.093, H63 1.094
59 C -5.5885 2.7731 -3.3586  C58 1.516, O60 1.421, H64 1.092, H65 1.095
60 O -4.8929 2.1152 -2.3081  C59 1.421, H66 0.969
61 H -4.9379 1.3835 -4.8758  C58 1.093
62 H -5.4693 2.9573 -5.5097  C58 1.093
63 H -3.8955 2.7875 -4.7005  C58 1.094
64 H -6.6242 2.4262 -3.3472  C59 1.092
65 H -5.5828 3.8508 -3.1635  C59 1.095
66 H -3.9780 2.4345 -2.3184  O60 0.969
67 C -1.6394 5.0066 -4.1569  C68 1.516, H70 1.093, H71 1.093, H72 1.094
68 C -1.3442 4.7933 -2.6853  C67 1.516, O69 1.424, H73 1.092, H74 1.094
69 O -1.6174 3.4453 -2.3180  C68 1.424, H75 0.966
70 H -2.6848 4.7746 -4.3760  C67 1.093
71 H -1.4386 6.0399 -4.4495  C67 1.093
72 H -1.0287 4.3413 -4.7745  C67 1.094
73 H -1.9712 5.4436 -2.0718  C68 1.092
74 H -0.2956 5.0127 -2.4614  C68 1.094
75 H -1.0531 2.8758 -2.8575  O69 0.966
76 C -7.7999 -0.5522 -6.0214  C77 1.516, H79 1.092, H80 1.093, H81 1.094
77 C -7.2578 -1.9596 -6.1728  C76 1.516, O78 1.423, H82 1.092, H83 1.095
78 O -5.8451 -1.9633 -6.0046  C77 1.423, H84 0.966
79 H -7.3443 0.1156 -6.7561  C76 1.092
80 H -8.8845 -0.5356 -6.1541  C76 1.093
81 H -7.5600 -0.1496 -5.0327  C76 1.094
82 H -7.4801 -2.3502 -7.1683  C77 1.092
83 H -7.7017 -2.6316 -5.4312  C77 1.095
84 H -5.6560 -1.6256 -5.1192  O78 0.966
85 C 7.8484 -7.0838 1.1410  C86 1.515, H88 1.093, H89 1.093, H90 1.094
86 C 7.9383 -6.5141 2.5425  C85 1.515, O87 1.424, H91 1.092, H92 1.094
87 O 6.7176 -6.7353 3.2413  C86 1.424, H93 0.968
88 H 7.0244 -6.6220 0.5903  C85 1.093
89 H 8.7774 -6.9166 0.5908  C85 1.093
90 H 7.6472 -8.1585 1.1736  C85 1.094
91 H 8.1174 -5.4372 2.5074  C86 1.092
92 H 8.7540 -6.9816 3.1028  C86 1.094
93 H 6.5704 -7.6910 3.2761  O87 0.968
94 C 4.6953 2.9211 -2.5886  C95 1.516, H97 1.093, H98 1.093, H99 1.094
95 C 4.5598 3.8695 -1.4134  C94 1.516, O96 1.421, H100 1.092, H101 1.095
96 O 3.7869 3.2684 -0.3833  C95 1.421, H102 0.967
97 H 3.7106 2.6535 -2.9809  C94 1.093
98 H 5.2834 3.3742 -3.3905  C94 1.093
99 H 5.1797 1.9901 -2.2802  C94 1.094
100 H 4.0563 4.7889 -1.7205  C95 1.092
101 H 5.5419 4.1325 -1.0081  C95 1.095
102 H 4.2422 2.4605 -0.1088  O96 0.967
103 C 6.5017 -11.0229 5.1154  C104 1.516, H106 1.093, H107 1.092, H108 1.094
104 C 5.7656 -11.4364 3.8562  C103 1.516, O105 1.423, H109 1.092, H110 1.094
105 O 6.4126 -10.8982 2.7082  C104 1.423, H111 0.966
106 H 6.5409 -9.9333 5.1967  C103 1.093
107 H 6.0110 -11.4254 6.0046  C103 1.092
108 H 7.5361 -11.3785 5.0932  C103 1.094
109 H 4.7403 -11.0612 3.8723  C104 1.092
110 H 5.7330 -12.5263 3.7628  C104 1.094
111 H 7.3157 -11.2413 2.6951  O105 0.966
112 C -6.8276 1.0699 -10.8532  C113 1.516, H115 1.093, H116 1.093, H117 1.094
113 C -7.3933 0.7107 -9.4935  C112 1.516, O114 1.423, H118 1.092, H119 1.095
114 O -7.6230 1.8900 -8.7311  C113 1.423, H120 0.966
115 H -5.8910 1.6227 -10.7447  C112 1.093
116 H -6.6410 0.1726 -11.4479  C112 1.093
117 H -7.5187 1.7175 -11.4009  C112 1.094
118 H -6.6913 0.0825 -8.9412  C113 1.092
119 H -8.3384 0.1670 -9.5932  C113 1.095
120 H -8.2513 2.4363 -9.2209  O114 0.966

The largest force on an atom comes out at 6.27 eV/A. As for the highest occupied orbital energy: -9.1 eV. The calculation puts the HOMO-LUMO gap at 9.564 eV. As for the spin multiplicity: 1. As for the structure (SMILES): CCOP(=O)(CC[C@H](CCN)OC=O)OCC.CCO.CCO.CCO.CCO.CCO.CCO.CCO.CCO.CCO.

---

Below is the molecule C6H12N2 at a distorted geometry, with properties calculated with the ωB97M-V functional and the def2-TZVPD basis.

Each atom is followed by the atoms it is bonded to, with distances in Å.
Geometry (Å):
1 C 1.1591 -0.0731 -0.4277  C3 1.527, C5 1.509, C6 1.527, H9 1.097
2 C -1.2897 0.3341 0.3644  C4 1.516, C5 1.664, H13 1.093, H14 1.093
3 C 2.0820 -0.5900 0.6732  C1 1.527, H15 1.095, H16 1.095, H17 1.095
4 C -2.6908 -0.1642 0.6569  C2 1.516, H18 1.095, H19 1.095, H20 1.094
5 C -0.1985 -0.7215 -0.3169  C1 1.509, C2 1.664, N7 1.276
6 C 1.1026 1.4511 -0.3598  C1 1.527, N8 1.293, H12 1.101
7 N -0.5392 -1.8501 -0.8038  C5 1.276, H10 1.028
8 N 0.9405 2.1994 -1.4013  C6 1.293, H11 1.027
9 H 1.5754 -0.3500 -1.4041  C1 1.097
10 H 0.2386 -2.3514 -1.2514  N7 1.028
11 H 0.6462 1.6479 -2.2156  N8 1.027
12 H 1.3406 1.9332 0.6005  C6 1.101
13 H -0.7593 0.4691 1.3107  C2 1.093
14 H -1.3914 1.0597 -0.4470  C2 1.093
15 H 2.1538 -1.6821 0.6519  C3 1.095
16 H 3.0838 -0.1656 0.5503  C3 1.095
17 H 1.7280 -0.2946 1.6662  C3 1.095
18 H -3.2215 -0.3364 -0.2854  C4 1.095
19 H -2.7127 -1.1051 1.2165  C4 1.095
20 H -3.2474 0.5897 1.2224  C4 1.094

The largest force on an atom comes out at 3.66 eV/A. The value obtained for the energy relative to the best compared isomer or geometry (same formula, charge and spin) is 34.6 kcal per mole. As for the highest occupied orbital energy: -9.6 eV. The calculation puts the HOMO-LUMO gap at 10.458 eV. As for the spin multiplicity: 1. As for the structure (SMILES): [H]/N=C\[C@@H](C)/C(CC)=N\[H].

---

Below is a cluster of 2 separate species, C5H10O in total, with properties calculated with the ωB97M-V functional and the def2-TZVPD basis.

Each atom is followed by the atoms it is bonded to, with distances in Å.
Geometry (Å):
1 C -0.5349 1.8189 -1.6427  H7 1.090, H8 1.092, H9 1.092, H14 1.090
2 C -0.4603 -0.4878 0.9827  C3 1.500, C4 1.317, H10 1.085
3 C -1.3513 -1.1589 -0.0197  C2 1.500, H11 1.093, H12 1.094, H13 1.094
4 C 0.8402 -0.6910 1.0086  C2 1.317, C5 1.429, O6 1.357
5 C 2.1903 -0.5976 1.4666  C4 1.429, O6 1.460, H15 1.085, H16 1.085
6 O 1.7671 -1.4221 0.3384  C4 1.357, C5 1.460
7 H -0.0282 2.7118 -2.0097  C1 1.090
8 H -1.5566 2.0747 -1.3561  C1 1.092
9 H -0.5517 1.0519 -2.4202  C1 1.092
10 H -0.8755 0.1862 1.7243  C2 1.085
11 H -2.1564 -0.4932 -0.3398  C3 1.093
12 H -1.8140 -2.0563 0.4028  C3 1.094
13 H -0.7793 -1.4617 -0.9020  C3 1.094
14 H -0.0043 1.4367 -0.7705  C1 1.090
15 H 2.8173 0.2450 1.1927  C5 1.085
16 H 2.4974 -1.1566 2.3447  C5 1.085

The largest force on an atom comes out at 0.37 eV/A. The value obtained for the energy relative to the best compared isomer or geometry (same formula, charge and spin) is 55.3 kcal per mole. As for the highest occupied orbital energy: -8.9 eV. The calculation puts the HOMO-LUMO gap at 9.922 eV. As for the spin multiplicity: 1. As for the structure (SMILES): C/C=C1/CO1.C.

---

Below is a cluster of 2 separate species, C9H14 in total at a distorted geometry, with properties calculated with the ωB97M-V functional and the def2-TZVPD basis.

Each atom is followed by the atoms it is bonded to, with distances in Å.
Geometry (Å):
1 C -1.1969 2.7234 0.3982  C2 1.563, H3 1.128, H4 1.107, H5 1.090
2 C -2.6722 2.7144 0.9128  C1 1.563, H6 1.098, H7 1.128, H8 1.124
3 H -0.7252 2.4285 1.3796  C1 1.128
4 H -0.9407 1.9319 -0.3320  C1 1.107
5 H -0.9121 3.6898 -0.0174  C1 1.090
6 H -3.4584 2.4395 0.1968  C2 1.098
7 H -2.9961 3.7024 1.3507  C2 1.128
8 H -2.6366 1.8882 1.6740  C2 1.124
9 C 2.9809 -1.4258 -0.9146  C13 1.518, H20 1.132, H21 1.127, H23 1.146
10 C -0.1915 -1.2327 1.1353  C11 1.376, C12 1.349, H16 1.076
11 C 1.1547 -1.3215 0.8652  C10 1.376, C13 1.457, H17 1.115
12 C -1.0317 -0.5216 0.3558  C10 1.349, C14 1.441, H18 1.103
13 C 1.5400 -1.1423 -0.5285  C9 1.518, C11 1.457, C15 1.404
14 C -0.6946 -0.2857 -1.0253  C12 1.441, C15 1.401, H19 1.082
15 C 0.5289 -0.8212 -1.4481  C13 1.404, C14 1.401, H22 1.097
16 H -0.5501 -1.6161 2.0745  C10 1.076
17 H 2.0138 -1.5344 1.5429  C11 1.115
18 H -1.9181 -0.1674 0.9087  C12 1.103
19 H -1.2762 0.3387 -1.6907  C14 1.082
20 H 3.5757 -0.5647 -0.4833  C9 1.132
21 H 3.3288 -1.4185 -1.9868  C9 1.127
22 H 0.7132 -0.7544 -2.5270  C15 1.097
23 H 3.2757 -2.4860 -0.5949  C9 1.146

The largest force on an atom comes out at 3.68 eV/A. The value obtained for the energy relative to the best compared isomer or geometry (same formula, charge and spin) is 40.9 kcal per mole. As for the highest occupied orbital energy: -8.7 eV. The calculation puts the HOMO-LUMO gap at 9.728 eV. As for the spin multiplicity: 1. As for the structure (SMILES): Cc1ccccc1.CC.

---

Per-record LUMO, eV: 0.4; 0.9; 1.0; 1.0
Per-record molar mass, g/mol: 681.88; 112.18; 86.13; 122.21